# C35H30N11O6SbSe4Ti

C35H30N11O6SbSe4Ti as an isolated structure in a non-equilibrium geometry (ωB97M-V/def2-TZVPD, OMol25).

Cartesian coordinates (Å):
Ti1 -0.2024 -0.5883 -1.6156
O1 1.5925 -0.6358 -2.0354
C1 2.5136 0.2904 -1.9306
C2 2.3274 1.4320 -1.1251
C3 3.2992 2.4512 -1.0922
C4 3.1044 3.5614 -0.3087
C5 1.9804 3.7349 0.4895
C6 1.0215 2.7322 0.4735
C7 1.1693 1.6024 -0.3170
O2 0.2031 0.6713 -0.3129
N1 4.1367 4.6221 -0.3218
O3 3.9947 5.5533 0.4500
O4 5.1432 4.4314 -0.9752
H1 3.4272 0.1392 -2.4931
H2 4.1971 2.3627 -1.6871
H3 1.8715 4.6221 1.0931
H4 0.1216 2.8196 1.0700
Se1 -1.8127 -4.1340 -0.3843
Sb1 0.0909 -3.1172 -3.5001
Se2 0.1123 -2.8518 -0.6953
Se3 -0.4771 -0.5454 -4.1404
Se4 2.3769 -3.4899 -4.0846
C8 -3.6083 -2.1596 -3.1013
C9 -3.2237 -0.9857 -2.2766
O5 -2.1764 -0.9674 -1.6086
N2 -4.0419 0.0680 -2.2348
C10 -3.7544 1.2796 -1.4781
C11 -2.8996 2.2816 -2.2191
C12 -3.4602 3.3701 -2.8729
C13 -2.6190 4.2802 -3.4943
C14 -1.2530 4.0678 -3.4371
C15 -0.7842 2.9442 -2.7718
N3 -1.5853 2.0683 -2.1711
H5 -3.2975 -3.0538 -2.5586
H6 -3.0263 -2.0936 -4.0231
H7 -4.6764 -2.1667 -3.3180
H8 -4.8205 0.0610 -2.8717
H9 -3.2385 0.9819 -0.5666
H10 -4.7114 1.7239 -1.2052
H11 -4.5353 3.5013 -2.8857
H12 -3.0259 5.1414 -4.0092
H13 -0.5540 4.7509 -3.9000
H14 0.2787 2.7302 -2.7361
C16 -3.4983 1.2222 3.9325
N4 -3.1137 0.4059 2.8052
C17 -1.9161 0.3229 2.2152
N5 -1.8873 -0.6443 1.3444
C18 -3.1418 -1.1712 1.4380
N6 -3.9255 -0.5741 2.3269
C19 -3.5055 0.4325 5.2137
C20 -4.6799 0.1201 5.8816
C21 -4.6488 -0.6818 7.0237
C22 -3.4401 -1.1721 7.4966
C23 -2.2646 -0.8379 6.8271
C24 -2.3038 -0.0473 5.6983
C25 -0.9805 -1.3429 7.3183
N7 -0.7390 -2.2064 8.2389
N8 0.6694 -2.3168 8.2990
C26 1.1211 -1.5077 7.4089
O6 0.1419 -0.8570 6.7494
C27 2.5104 -1.1949 7.0615
C28 3.5248 -2.0299 7.5234
C29 4.8424 -1.7286 7.2209
C30 5.1458 -0.5900 6.4802
C31 4.1347 0.2513 6.0350
C32 4.4710 1.5029 5.2643
N9 4.3275 1.3595 3.8194
C33 3.2365 1.4606 3.0462
N10 3.5294 1.2102 1.7865
C34 4.8574 0.9425 1.8544
N11 5.3930 1.0165 3.0574
C35 2.8157 -0.0673 6.3182
H15 -4.4832 1.6457 3.7356
H16 -2.7783 2.0399 3.9844
H17 -1.1020 0.9985 2.4405
H18 -3.4409 -2.0306 0.8553
H19 -5.6254 0.4819 5.4955
H20 -5.5685 -0.9339 7.5342
H21 -3.3917 -1.8053 8.3722
H22 -1.3832 0.1839 5.1736
H23 3.2665 -2.9034 8.1068
H24 5.6356 -2.3796 7.5636
H25 6.1765 -0.3534 6.2441
H26 5.5106 1.7755 5.4277
H27 3.8493 2.3390 5.5837
H28 2.2679 1.7276 3.4403
H29 5.4528 0.6878 0.9928
H30 2.0161 0.5816 5.9787

Cartesian forces (eV/Å) of the 2 atoms listed first:
-0.3103 0.0358 -0.2373
0.8291 0.5276 0.2594

HOMO (spin up / spin down), eV: -3.692 / -3.955
Net charge: -1
Spin multiplicity: 2
⟨S²⟩: 0.783
Relative energy (zero: lowest compared OMol25 entry of this formula, charge and spin), kcal/mol: 50.4
Orbital gap (spin up / spin down), eV: 5.11 / 5.38

Atomic partial charges in e from the Löwdin method, atoms 1 to 2:
1. Ti 0.37
2. O -0.41